[1]
A cluster of 2 separate species, C4H15N2O in total, computed with the ωB97M-V functional and the def2-TZVPD basis.

```
22
Properties=species:S:1:pos:R:3
O -1.98161 0.17229 -0.76465
N 0.24854 -0.80118 0.38917
N -0.91178 2.00566 0.75011
C 0.76055 0.21909 1.33459
C 0.55726 1.62329 0.77469
C 0.67750 -2.20115 -1.60693
C 1.20079 -1.09723 -0.72906
H -0.26051 -1.92906 -2.13892
H 1.42970 -2.51109 -2.38042
H 1.08668 2.32592 1.43186
H -1.49487 1.32756 0.13515
H 1.82327 0.08544 1.51865
H 2.20583 -1.36868 -0.29900
H 0.20641 0.06504 2.25903
H -1.04894 2.92006 0.27415
H -1.28139 -0.44552 -0.47263
H 1.32422 -0.12989 -1.28432
H 0.86097 1.66206 -0.21882
H -1.28738 2.05103 1.71312
H -2.82014 -0.32493 -0.93090
H 0.46363 -3.09820 -1.03144
H 0.11140 -1.70336 0.92699
```

Results
DFT total energy: -9412.979 eV
Frontier orbital gap: 10.6788 eV
HOMO energy: -13.72 eV
F_max: 2.396 eV/A
Charge: +1
E_LUMO: -3.040 eV

=====

[2]
An isolated molecule of C2H4OS2, computed with the ωB97M-V functional and the def2-TZVPD basis.

```
9
Properties=species:S:1:pos:R:3
S 1.11177 -1.37218 -0.24581
S 4.11639 -0.22760 -0.13310
O 4.81068 1.00925 0.40003
C 2.19516 -0.08163 -0.04746
C -0.43373 -0.38122 -0.12218
H -0.39686 0.32941 -1.05947
H -0.66937 0.19231 0.82850
H -1.13053 -1.22857 -0.17822
H 1.78349 0.85017 0.47400
```

Results
DFT total energy: -25853.807 eV
Frontier orbital gap (alpha / beta): 8.0546 / 7.1262 eV
HOMO energy (alpha / beta): -8.52 / -7.89 eV
F_max: 4.209 eV/A
E_LUMO (alpha / beta): -0.463 / -0.762 eV

=====

[3]
A cluster of 2 separate species, C2H4ClOP in total, computed with the ωB97M-V functional and the def2-TZVPD basis.

```
9
Properties=species:S:1:pos:R:3
Cl 1.85274 -1.05635 0.08021
P -1.31530 -1.10498 0.16624
O 2.30128 1.49987 -0.09673
C 1.53025 0.61676 -0.02175
C -1.10993 0.64231 0.07167
H -0.36998 -1.51241 1.18909
H -0.66911 -1.39265 -1.08702
H -1.14654 1.47673 0.66384
H -1.07341 0.83071 -0.96554
```

Results
DFT total energy: -25993.236 eV
Frontier orbital gap (alpha / beta): 8.1671 / 7.0683 eV
HOMO energy (alpha / beta): -8.56 / -7.89 eV
F_max: 3.492 eV/A
E_LUMO (alpha / beta): -0.396 / -0.823 eV

=====

[4]
A cluster of 4 separate species, C3H15NO3S in total, computed with the ωB97M-V functional and the def2-TZVPD basis.

```
23
Properties=species:S:1:pos:R:3
S -3.15973 0.32986 0.98697
O 2.60411 -0.02102 1.21937
O -0.18732 2.40650 -1.01490
O 0.19215 1.83458 1.63829
N 0.17162 -1.56430 -0.72614
C -1.97012 -1.02112 0.40232
C 1.10628 -1.30310 -1.82911
C -0.77470 -0.51129 -0.36318
H -2.51476 -1.84241 -0.14704
H -0.26562 0.27572 0.13111
H -0.06777 1.81516 2.65230
H 0.49037 2.29246 -0.42673
H 2.00103 -1.90204 -1.42692
H -2.62197 1.51854 0.68766
H 1.49078 -0.32879 -1.78902
H 3.29164 0.64571 1.37793
H -1.04841 0.03071 -1.24503
H 0.58940 0.97408 1.68388
H 3.02330 -0.80635 1.06372
H -0.91751 2.67717 -0.50755
H -1.75262 -1.68602 1.23086
H -0.23828 -2.46696 -0.78211
H 0.55811 -1.34709 -2.81667
```

Results
SMILES: CNCCS.O.O.O
DFT total energy: -21820.111 eV
Frontier orbital gap: 8.7308 eV
HOMO energy: -8.31 eV
F_max: 4.340 eV/A
E_LUMO: 0.421 eV

=====

[5]
A cluster of 8 separate species, C27H75O26P5 in total, computed with the ωB97M-V functional and the def2-TZVPD basis.

```
133
Properties=species:S:1:pos:R:3
P 2.07028 5.43849 4.80694
P 3.88180 -2.14842 1.41854
P -6.39294 -0.90552 0.65397
P 0.59398 -5.83427 -3.77132
P -1.89071 0.11983 5.54369
O 0.87211 0.94024 -6.14498
O -3.39946 -0.17366 5.49265
O -1.60659 1.70492 5.75162
O -6.50519 -1.68202 -0.77156
O 3.86610 1.56229 -2.01378
O 1.76743 -4.94885 -3.93331
O -0.76726 -5.19464 -4.29962
O 1.31382 4.05395 4.43479
O -1.82195 1.90086 -4.81147
O 3.96610 -3.51088 2.36699
O 2.23542 5.33728 6.33856
O 1.34673 6.61363 4.28257
O 3.56727 5.16452 4.23528
O 4.37927 -2.59713 -0.07822
O -6.16571 0.61482 -0.01301
O -0.96551 0.97802 -0.39985
O -0.66860 -1.63909 -1.84327
O 0.75007 -7.23733 -4.61262
O -1.01843 -0.12835 4.18208
O -7.58536 -1.03747 1.47390
O 2.32487 -2.02778 1.13690
O 0.33710 -6.26906 -2.24686
O 2.28445 4.10728 -2.15643
O -1.18800 -0.60279 6.78707
O -4.94101 -1.32358 1.19305
O 4.38310 -0.88205 1.97630
C -6.90275 1.64187 0.62978
C 2.94008 6.24875 7.16568
C 3.99386 -3.87135 -0.64237
C 2.03783 -7.87895 -4.65611
C -7.65589 -1.52957 -1.54285
C -0.70094 -1.87004 6.57175
C -1.74502 2.61783 4.66344
C 0.40944 0.03119 4.20079
C 2.44000 1.76695 -2.16283
C -2.07951 0.10606 -0.68114
C 0.02098 -5.38793 -1.18483
C -0.99885 -1.26750 -3.12664
C 0.33489 2.19065 -5.79976
C 3.36900 4.85427 -1.62833
C 4.37368 0.45643 -2.67695
C 1.98123 2.90229 -1.40256
C 1.70384 -1.08470 0.21941
C -1.98963 -5.74532 -3.80954
C -1.68330 -1.41042 -0.88993
C 4.49459 6.22869 4.03063
C 1.35857 3.59796 3.04064
C -1.54113 2.18618 -0.11449
C -4.67687 -1.54550 2.54852
C 5.28890 -4.10593 2.68989
C -2.72939 2.41156 -3.79777
C 0.12094 0.16438 -7.02221
C -0.52352 2.46345 -4.60267
H -1.88598 -5.65937 -2.72790
H -6.18446 2.40888 0.91935
H 5.35677 -4.37434 3.74414
H 6.11483 -3.44077 2.43792
H -4.78766 -2.61608 2.72085
H -0.64189 3.54653 -4.63487
H 4.55142 6.88247 4.90095
H -0.05950 2.22667 -3.64522
H 2.24179 -0.13697 0.24241
H 2.41454 2.98044 -0.40545
H 1.25497 2.76372 -5.68510
H 5.47437 -5.02425 2.13277
H -8.28046 -0.65583 -1.35689
H 3.00304 -4.30751 -0.51530
H 4.18530 0.41441 -3.74972
H 3.84586 -0.34322 -2.15727
H 0.97908 -4.99023 -0.85015
H -3.63993 -1.26452 2.73267
H -1.84719 -1.82021 -3.53031
H 2.10028 -8.87812 -4.22499
H 5.44891 0.40518 -2.50563
H 0.16012 -1.94104 7.23630
H -0.03144 2.75064 -6.66017
H -0.16841 -1.60387 -3.74738
H -5.41237 -1.21959 3.28399
H -8.43806 -2.28708 -1.59287
H 3.88497 5.51968 -2.32051
H -2.11711 -6.81641 -3.96647
H -1.12556 2.48679 0.84730
H -0.42046 -2.15944 5.55899
H -2.75643 0.05194 0.17148
H 1.66325 -1.50562 -0.78521
H -2.34373 2.09118 -2.82992
H 0.61303 0.51336 3.24467
H -0.73514 0.00907 -6.36561
H 0.70812 -0.92137 0.63167
H -1.29714 2.73134 -1.02628
H -0.65771 -4.61198 -1.53891
H 1.00976 -0.87815 4.22931
H -2.62740 2.27362 -0.13663
H 0.64981 2.80152 2.81382
H -1.43011 -2.62672 6.86134
H -2.97590 3.46034 -3.96327
H 5.46125 5.76008 3.84599
H 2.34888 3.14280 3.02577
H 4.01464 6.06774 7.19130
H 3.15024 5.33720 -0.67595
H -0.44352 -5.99675 -0.40916
H 0.04149 0.75879 -7.93239
H -0.86327 3.25095 4.56450
H -7.37652 1.36296 1.57098
H 1.92733 0.89702 -1.75231
H -2.55124 3.33208 4.83059
H 4.73528 -4.60233 -0.31978
H -3.63576 1.89159 -4.10793
H -2.82297 -5.11029 -4.11019
H 4.12342 6.74345 3.14444
H 2.59465 5.95256 8.15616
H -7.62070 2.10590 -0.04646
H -7.53626 -1.34094 -2.60972
H 2.26115 1.98837 -3.21501
H 2.18762 -7.93368 -5.73438
H -2.49032 -2.07619 -1.19578
H 1.14598 4.21921 2.17061
H -2.57261 0.24070 -1.64386
H 0.75673 0.66537 5.01645
H 2.58460 7.27602 7.08526
H -1.13450 -0.19669 -3.27846
H 4.16521 4.11038 -1.60033
H -1.94711 2.25531 3.65555
H 0.58905 -0.80661 -7.18396
H 2.90602 -7.29945 -4.34223
H 0.92456 2.68373 -1.24829
H -1.33924 -1.75977 0.08356
H 3.95550 -3.71915 -1.72101
```

Results
DFT total energy: -128895.778 eV
Frontier orbital gap (alpha / beta): 1.2807 / 9.5096 eV
HOMO energy (alpha / beta): 0.68 / -7.62 eV
F_max: 4.180 eV/A
Multiplicity: 2
Charge: -1
E_LUMO (alpha / beta): 1.957 / 1.891 eV

=====

[6]
An isolated molecule of C3H6N2, computed with the ωB97M-V functional and the def2-TZVPD basis.

```
11
Properties=species:S:1:pos:R:3
N 0.38379 0.75355 0.09849
N 1.25592 -0.39494 0.23015
C 2.46558 -0.07419 0.01353
C -0.94212 0.72154 -0.00621
C -1.72191 -0.53112 0.01650
H 2.93410 0.96017 -0.23670
H -2.66245 -0.53794 -0.65008
H -2.15240 -0.30351 0.96463
H -1.34176 1.69134 0.02880
H -1.21213 -1.42172 -0.13953
H 2.99337 -0.86317 -0.31958
```

Results
SMILES: C=N/N=C\C
DFT total energy: -6185.230 eV
Frontier orbital gap: 9.4307 eV
HOMO energy: -8.71 eV
F_max: 6.433 eV/A
E_LUMO: 0.721 eV

=====

- F_max of number 5 (C27H75O26P5)?
  4.180 eV/A

=====

Repeat the fourth record exactly.
A cluster of 4 separate species, C3H15NO3S in total, computed with the ωB97M-V functional and the def2-TZVPD basis.

```
23
Properties=species:S:1:pos:R:3
S -3.15973 0.32986 0.98697
O 2.60411 -0.02102 1.21937
O -0.18732 2.40650 -1.01490
O 0.19215 1.83458 1.63829
N 0.17162 -1.56430 -0.72614
C -1.97012 -1.02112 0.40232
C 1.10628 -1.30310 -1.82911
C -0.77470 -0.51129 -0.36318
H -2.51476 -1.84241 -0.14704
H -0.26562 0.27572 0.13111
H -0.06777 1.81516 2.65230
H 0.49037 2.29246 -0.42673
H 2.00103 -1.90204 -1.42692
H -2.62197 1.51854 0.68766
H 1.49078 -0.32879 -1.78902
H 3.29164 0.64571 1.37793
H -1.04841 0.03071 -1.24503
H 0.58940 0.97408 1.68388
H 3.02330 -0.80635 1.06372
H -0.91751 2.67717 -0.50755
H -1.75262 -1.68602 1.23086
H -0.23828 -2.46696 -0.78211
H 0.55811 -1.34709 -2.81667
```

Results
SMILES: CNCCS.O.O.O
DFT total energy: -21820.111 eV
Frontier orbital gap: 8.7308 eV
HOMO energy: -8.31 eV
F_max: 4.340 eV/A
E_LUMO: 0.421 eV

=====

- Which formula does entry 6 have?
  C3H6N2